The following is a DFT calculation (ωB97M-V/def2-TZVPD) of C26H31FeN4O5 as an isolated structure.

Results
relative energy (zero: lowest compared OMol25 entry of this formula, charge and spin): 57.55 kcal per mole
2S+1: 2
total energy: -78046.72170 eV
E_HOMO (alpha / beta): -6.68 / -6.69 eV

CARTESIAN COORDINATES (ANGSTROEM)
Fe: 0.7643 -0.9098 -0.0424
C: -0.7221 2.9398 2.7394
C: -0.6540 3.5427 1.3403
C: -1.2536 2.6437 0.2540
N: -0.3051 1.6985 -0.3533
C: 0.5753 2.0430 -1.2779
C: 0.6444 3.4319 -1.6241
C: 1.5494 4.1674 -2.3516
C: 2.6933 3.7897 -3.0534
C: 3.0682 2.4803 -3.2564
C: 2.4565 1.3041 -2.8444
C: 1.3222 1.0137 -2.0553
N: 0.8496 -0.2122 -1.9586
C: 1.1767 -1.2014 -2.9616
C: 0.0406 -2.2157 -3.0246
C: -0.1340 -3.0112 -1.7367
N: -0.5573 -2.2317 -0.5685
C: -1.7364 -2.3936 -0.0557
C: -2.8029 -2.9244 -0.9052
C: -4.0316 -3.4314 -0.6685
C: -4.7097 -3.6260 0.5716
C: -4.2859 -3.1508 1.7619
C: -3.1079 -2.4005 2.0611
C: -2.0304 -1.9880 1.3396
N: -1.0719 -1.2459 2.0645
C: -0.4868 0.5623 3.6594
C: 0.2158 1.7443 2.9808
H: -0.4977 3.7236 3.4674
H: -1.7541 2.6356 2.9273
H: -1.2208 4.4784 1.3368
H: 0.3740 3.8075 1.0787
H: -2.0264 2.0036 0.6750
H: -1.7157 3.2322 -0.5382
H: -0.1428 4.0342 -1.2008
H: 1.3282 5.2302 -2.3713
H: 3.2934 4.5742 -3.4938
H: 3.9666 2.3281 -3.8471
H: 2.9527 0.4060 -3.1904
H: 1.2972 -0.7268 -3.9419
H: 2.1138 -1.7235 -2.7235
H: -0.8860 -1.6927 -3.2796
H: 0.2439 -2.9312 -3.8266
H: -0.8131 -3.8508 -1.8940
H: 0.8337 -3.4274 -1.4489
H: -2.5551 -2.8323 -1.9545
H: -4.5909 -3.7230 -1.5506
H: -5.6538 -4.1535 0.5309
H: -4.9121 -3.3391 2.6254
H: -3.0572 -2.1113 3.1024
H: -1.0690 0.9226 4.5096
H: 0.2485 -0.1421 4.0455
H: 1.0428 2.0555 3.6240
H: 0.6650 1.4025 2.0475
O: 4.4882 0.3601 0.8331
C: 3.3438 -0.2349 0.5267
O: 2.2880 0.3816 0.5136
C: 3.3997 -1.7036 0.2110
O: 2.1743 -2.1703 -0.1823
C: 0.3369 -1.5058 1.7820
C: -1.4932 -0.1250 2.7558
O: -2.6476 0.2721 2.7264
O: -0.5520 0.4597 0.1306
H: 4.3025 1.2977 0.9990
H: 3.7831 -2.1872 1.1286
H: 4.1886 -1.8425 -0.5468
H: 0.9464 -1.0194 2.5398
H: 0.5099 -2.5819 1.8390